Entry 1:
This record from OMol25 describes C4H7N2P as an isolated structure in a non-equilibrium geometry. The level of theory is ωB97M-V/def2-TZVPD.

Element x y z (Å)
C -2.3769 1.1823 1.4365
C -1.4029 0.4716 2.1316
C -1.3606 0.2812 -0.0700
C 2.2057 -0.2586 -1.2178
N -2.3105 1.0821 0.0965
N 1.1247 -1.0062 -1.7411
P -0.2746 -0.4916 1.0459
H -3.2117 1.8351 1.8923
H -1.4813 0.4734 3.1867
H 1.7065 0.7081 -0.8916
H 2.6385 -0.9388 -0.4444
H 2.9422 -0.2727 -1.9421
H 0.4574 -1.4256 -1.0162
H 1.3436 -1.6401 -2.4664

- HOMO: -8.86 eV
- E_LUMO: -1.711 eV
- Energy: -16525.2088 eV
- Energy relative to the best compared isomer or geometry (same formula, charge and spin): 106.10 kcal/mol
- Strongest force on any atom: 3.843 eV/Å



Entry 2:
This record from OMol25 describes an isolated molecule of C4H7N2P in a non-equilibrium geometry. The level of theory is ωB97M-V/def2-TZVPD.

Element x y z (Å)
C -2.2152 1.7569 -0.3378
N -2.8924 0.7605 0.0231
P -2.2344 -0.6732 0.6472
N -0.8250 -0.9452 -0.2915
C 0.3532 -0.6212 -0.1740
C 1.5757 -0.2264 -0.3910
C 2.6846 -0.8348 0.4604
H -2.8030 2.6182 -0.3408
H -1.0331 1.8577 -0.4592
H -3.0559 -1.4794 -0.1287
H 1.8534 0.5890 -0.8978
H 2.2790 -1.8519 0.7172
H 2.8307 -0.1821 1.3590
H 3.4823 -0.7681 -0.1860

- HOMO: -8.09 eV
- SMILES string: C=NPN=C=CC
- E_LUMO: 0.621 eV
- Energy: -16527.4526 eV
- Energy relative to the best compared isomer or geometry (same formula, charge and spin): 54.36 kcal/mol
- Strongest force on any atom: 4.318 eV/Å



Entry 3:
This record from OMol25 describes an isolated ion of composition C4H7N2S2 and charge +1 in a non-equilibrium geometry. The level of theory is ωB97M-V/def2-TZVPD.

Element x y z (Å)
C 0.4632 -1.0833 -0.3797
C 0.4031 0.1933 0.0708
C -1.6781 -0.5734 -0.0804
C 1.3665 1.1944 0.3364
N -0.9144 0.4352 0.3016
N -0.8713 -1.5146 -0.5427
S -3.7913 0.0270 0.4100
S -5.7123 0.0973 0.0048
H 1.3735 -1.7806 -0.5674
H 1.4329 2.1403 -0.3700
H 1.3955 1.6243 1.4469
H 2.2652 0.6146 0.1278
H -1.2968 1.4492 0.5389
H -1.0031 -2.5111 -0.5793
H -3.5578 -1.0533 1.0583

- HOMO (alpha / beta): -13.29 / -13.42 eV
- Net charge: +1
- E_LUMO (alpha / beta): -6.185 / -6.301 eV
- Energy: -28902.1409 eV
- Energy relative to the best compared isomer or geometry (same formula, charge and spin): 84.33 kcal/mol
- Strongest force on any atom: 4.537 eV/Å



Entry 4:
This record from OMol25 describes an isolated molecule of C4H7N3 in a non-equilibrium geometry. The level of theory is ωB97M-V/def2-TZVPD.

Element x y z (Å)
H -1.1149 1.6354 -2.6231
N -1.4614 1.5539 -1.6691
C -0.6373 0.8659 -0.9711
C 0.6257 0.4135 -1.5788
N 1.6187 0.1349 -2.1070
N -0.8731 0.5573 0.3405
C 0.0375 -0.0809 1.2927
C 0.6860 -1.3628 0.7812
H -1.6670 1.0637 0.7235
H 0.7969 0.6252 1.6567
H -0.5687 -0.3443 2.1644
H 1.1883 -1.2262 -0.1728
H -0.0664 -2.1452 0.6580
H 1.4357 -1.6904 1.5049

- HOMO: -9.52 eV
- SMILES string: [H]/N=C(\C#N)NCC
- E_LUMO: 0.721 eV
- Energy: -8730.9973 eV
- Energy relative to the best compared isomer or geometry (same formula, charge and spin): 15.73 kcal/mol
- Strongest force on any atom: 1.341 eV/Å



Entry 5:
This record from OMol25 describes an isolated molecule of C4H7N3 in a non-equilibrium geometry. The level of theory is ωB97M-V/def2-TZVPD.

Element x y z (Å)
C -1.9252 0.7187 0.1540
C -1.0585 -0.6927 -0.2088
C 0.3993 -0.5519 0.1037
C 1.4302 -0.2350 -0.7653
N 2.4746 0.0402 0.0517
N 2.1404 -0.1037 1.3360
N 0.8989 -0.4677 1.3720
H -3.0435 0.6463 0.1596
H -1.6651 1.0670 1.1712
H -1.6190 1.4168 -0.5982
H -1.7902 -0.9868 0.4996
H -1.1719 -1.0079 -1.2572
H 1.5129 -0.1696 -1.8420
H 3.4171 0.3262 -0.1764

- HOMO: -9.09 eV
- SMILES string: CCc1c[nH]nn1
- E_LUMO: 0.850 eV
- Energy: -8729.6058 eV
- Energy relative to the best compared isomer or geometry (same formula, charge and spin): 47.82 kcal/mol
- Strongest force on any atom: 3.340 eV/Å



Entry 6:
This record from OMol25 describes an isolated molecule of C4H7N3 in a non-equilibrium geometry. The level of theory is ωB97M-V/def2-TZVPD.

Element x y z (Å)
H 2.6480 -1.6444 -0.4607
N 1.7247 -1.5265 -0.0479
C 1.4600 -0.2931 0.1429
C 2.3610 0.8013 -0.2367
N 3.0185 1.6710 -0.6235
N 0.2733 0.1633 0.6546
C -0.9841 -0.5315 0.3908
C -1.9514 0.4372 -0.2850
H 0.2000 1.1659 0.7644
H -0.7575 -1.3875 -0.2551
H -1.4089 -0.9272 1.3206
H -1.5485 0.7694 -1.2496
H -2.1065 1.3266 0.3404
H -2.9288 -0.0246 -0.4552

- HOMO: -9.72 eV
- SMILES string: [H]/N=C(\C#N)NCC
- E_LUMO: 0.777 eV
- Energy: -8731.1327 eV
- Energy relative to the best compared isomer or geometry (same formula, charge and spin): 12.61 kcal/mol
- Strongest force on any atom: 1.109 eV/Å



Question: Which of these has the highest strongest force on any atom?
Answer: C4H7N2S2



Question: Which of these has the highest energy?
Answer: number 5



Question: Which value of energy relative to the best compared isomer or geometry (same formula, charge and spin) does entry 2 give?
Answer: 54.36 kcal/mol